Entry w
The ion C5H13N2 with charge +1. Source: OMol25; level of theory: ωB97M-V with the def2-TZVPD basis set.

```
20
Properties=species:S:1:pos:R:3:mulliken_charge:R:1
C -2.0564 0.8552 0.4718 -0.613
C -1.6263 -0.5992 0.3124 -0.660
C -0.2816 -0.7113 -0.3893 -1.053
C 0.8806 -0.4586 0.2259 0.304
N 2.1104 -0.3804 -0.3812 -0.279
C 3.2751 -0.6792 0.4755 -0.887
N -1.9065 1.5086 -0.8753 -0.286
H -1.3621 1.3749 1.1218 0.384
H -3.0864 0.9219 0.8258 0.373
H -2.3799 -1.1139 -0.2837 0.334
H -1.5872 -1.0291 1.3147 0.359
H -0.3013 -1.0061 -1.4345 0.366
H 0.9215 -0.3195 1.3059 0.352
H 2.1173 -0.9802 -1.1974 0.287
H 3.5891 0.2401 0.9631 0.297
H 4.0851 -1.0137 -0.1541 0.368
H 3.0154 -1.3830 1.2634 0.304
H -0.9241 1.2514 -1.1167 0.346
H -2.4750 1.0026 -1.5630 0.355
H -2.0077 2.5195 -0.8851 0.350
```

Results
SMILES: CN/C=C/CC[NH3+]
Orbital gap: 8.7 eV
Charge: +1

Entry x
The ion C5H13N2 with charge +1. Source: OMol25; level of theory: ωB97M-V with the def2-TZVPD basis set.

```
20
Properties=species:S:1:pos:R:3:mulliken_charge:R:1
C -0.5631 0.0735 1.7150 -0.755
N -1.7755 0.8743 1.2205 -0.597
C 0.0024 -0.6563 0.6178 0.169
N -0.8511 -0.4349 -0.6682 -0.269
C 0.0897 0.2871 -1.7321 -0.488
C 1.4515 -0.2579 -1.3760 -0.728
C 1.4372 -0.2554 0.2520 -0.759
H -0.6885 -0.4074 2.7456 0.371
H 0.1088 0.7681 2.1042 0.362
H -2.4385 0.8942 1.9452 0.229
H -1.4736 1.7963 1.0774 0.229
H 0.0640 -1.8608 0.8120 0.315
H -1.8049 0.1705 -0.6194 0.448
H -0.9856 -1.3443 -1.1086 0.421
H 0.0123 1.4076 -1.5814 0.271
H -0.4106 -0.0497 -2.8167 0.339
H 1.5960 -1.0790 -1.9390 0.413
H 2.3778 0.3508 -1.7058 0.336
H 2.2822 -1.0224 0.5080 0.300
H 1.5695 0.7458 0.5494 0.395
```

Results
SMILES: NC[C@@H]1CCC[NH2+]1
Orbital gap: 11.4 eV
Charge: +1

Entry y
The ion C5H13N2 with charge +1. Source: OMol25; level of theory: ωB97M-V with the def2-TZVPD basis set.

```
20
Properties=species:S:1:pos:R:3:mulliken_charge:R:1
C 1.5368 1.6262 -0.7347 -0.582
C 1.0212 0.3462 -1.5403 -0.615
C -0.1713 -0.3489 -0.9740 -0.678
C -0.0946 -0.8867 0.3082 0.149
N -0.8884 -2.0274 0.7701 -0.354
C -1.5762 -1.7400 2.2143 -0.767
N 0.3095 2.4049 -0.3630 -0.296
H 2.0853 1.4310 0.1854 0.326
H 2.1984 2.1682 -1.3700 0.380
H 0.9149 0.6735 -2.5830 0.389
H 1.7026 -0.4025 -1.7464 0.431
H -0.7357 -0.8948 -1.7266 0.295
H 0.4296 -0.2852 1.2068 0.126
H -1.6833 -2.3514 0.2421 0.293
H -1.4175 -2.7057 2.6764 0.282
H -1.1025 -0.9571 2.7491 0.339
H -2.6926 -1.3651 2.1789 0.252
H -0.5940 1.9795 -0.2419 0.342
H 0.2315 3.3437 -0.6656 0.342
H 0.4203 2.7439 0.6044 0.347
```

Results
SMILES: CN/C=C/CC[NH3+]
Orbital gap: 8.3 eV
Charge: +1

Entry z
The ion C5H13N2 with charge +1. Source: OMol25; level of theory: ωB97M-V with the def2-TZVPD basis set.

```
20
Properties=species:S:1:pos:R:3:mulliken_charge:R:1
C -0.0127 -1.9553 1.7350 -1.228
C -0.0189 -0.4932 1.2483 -0.019
C -0.6407 -0.4869 -0.1638 -0.745
C -0.9870 0.9049 -0.6647 -0.498
C -0.6040 1.2225 -1.9081 -0.128
N -0.2074 2.4513 -2.4286 -0.463
N 1.4523 -0.1479 1.0104 -0.328
H 0.4461 -2.6359 0.9578 0.330
H 0.6417 -2.1964 2.6372 0.403
H -1.0525 -2.0987 2.0139 0.386
H -0.4470 0.2461 1.9043 0.390
H -0.0890 -0.9646 -0.9669 0.365
H -1.5346 -1.1156 0.0494 0.333
H -1.4404 1.6079 0.0181 0.358
H -0.6305 0.3847 -2.6554 0.336
H -0.8884 3.1738 -2.5836 0.220
H 0.6121 2.3857 -3.0066 0.225
H 1.5420 0.6570 0.3724 0.326
H 1.9599 -0.0035 1.8835 0.351
H 1.8990 -0.9358 0.5475 0.386
```

Results
SMILES: C[C@@H]([NH3+])C/C=C/N
Orbital gap: 8.6 eV
Charge: +1

Winner for stability: entry w

Entry w
The ion C5H6N with charge +1. Source: OMol25; level of theory: ωB97M-V with the def2-TZVPD basis set.

```
12
Properties=species:S:1:pos:R:3:mulliken_charge:R:1
C 2.5559 -0.4757 -0.5849 -0.001
C -0.1096 0.9224 1.1702 -0.328
C -0.7371 0.2036 0.2739 0.299
C 0.4859 0.8484 -0.3425 -0.265
C -1.8359 -0.6676 -0.0784 -0.943
N 1.6127 0.1448 -0.3367 0.105
H 3.2384 -1.2083 -0.7468 0.472
H 0.3287 1.3574 2.1013 0.375
H 0.5958 1.7424 -1.0718 0.356
H -2.1148 -0.4430 -1.0341 0.355
H -2.6755 -0.7025 0.6908 0.297
H -1.3445 -1.7220 -0.0409 0.276
```

Results
SMILES: C#[N+][C@@H]1C=C1C
Orbital gap: 10.2 eV
Charge: +1

Entry x
A structure of composition C5H6N. Source: OMol25; level of theory: ωB97M-V with the def2-TZVPD basis set.

```
12
Properties=species:S:1:pos:R:3:mulliken_charge:R:1
C 1.5441 -0.7243 -0.1166 0.116
C -0.3920 -1.1969 0.2152 0.001
C -1.6249 -0.6182 -0.1077 0.691
C 2.3982 -1.6442 0.1424 -0.527
C -2.4612 0.3475 -0.6724 -0.922
N -1.6202 -1.6741 0.6720 -0.315
H 1.1728 0.2532 -0.5566 0.341
H 2.2270 -2.5816 0.7216 0.309
H 3.4514 -1.3999 -0.0433 0.283
H -3.4460 -0.0837 -0.7461 0.371
H -2.1457 0.7377 -1.6306 0.327
H -2.7570 1.1331 0.1083 0.326
```

Results
Orbital gap: 10.8 eV
Charge: +1

Winner for stability: entry w

Entry w
The molecule C7H12O. Source: OMol25; level of theory: ωB97M-V with the def2-TZVPD basis set.

```
20
Properties=species:S:1:pos:R:3:mulliken_charge:R:1
C 2.6038 0.8339 0.6112 -1.246
C 1.1880 0.3822 1.1886 -0.211
C 0.1230 0.8125 0.2921 0.406
C -0.0229 2.0447 -0.1635 -0.888
C -2.1322 -1.9279 -0.6415 -0.437
O -2.3994 -1.9201 -2.0502 -0.554
C -0.7451 -1.3710 -0.3932 -0.351
C -0.9301 -0.1103 0.1744 -0.634
H 3.0771 1.5545 1.2922 0.322
H 3.2790 -0.0190 0.7403 0.341
H 2.6122 1.2566 -0.3609 0.411
H 1.2148 -0.7200 1.1954 0.303
H 1.3771 0.8429 2.2211 0.259
H 0.6362 2.9883 0.0375 0.260
H -0.7871 2.2007 -0.8911 0.317
H -3.0770 -1.5412 -0.1972 0.273
H -2.1970 -3.0835 -0.5653 0.247
H -2.3219 -0.9344 -2.4341 0.317
H 0.2020 -1.6180 -0.7777 0.438
H -1.7005 0.3292 0.7221 0.428
```

Results
SMILES: C=C(/C=C/CO)CC
Orbital gap: 9.7 eV

Entry x
A structure of composition C7H12O. Source: OMol25; level of theory: ωB97M-V with the def2-TZVPD basis set.

```
20
Properties=species:S:1:pos:R:3:mulliken_charge:R:1
C -2.3021 -0.6346 -0.2593 -0.593
C -0.2251 0.4152 0.2915 0.748
C 0.5162 -0.5964 1.0511 -1.129
C 1.6001 -1.0828 0.0387 -0.540
C 1.5797 0.1060 -1.0511 -0.808
C 0.7705 1.2110 -0.3839 -0.591
C -0.4755 1.7548 0.1774 -0.224
H -2.6560 0.2263 0.7797 0.216
H -3.2639 -0.6896 -1.2130 0.190
H -2.2998 -1.7405 0.2116 0.235
H -0.0093 -1.4971 1.2170 0.334
H 1.1671 -0.3481 1.9726 0.310
H 2.5483 -1.3913 0.2381 0.557
H 0.7761 -1.8630 -0.5500 0.130
H 1.2574 0.0928 -2.0491 0.468
H 2.6553 0.4078 -1.0270 0.264
H 1.2938 1.5935 0.4694 0.285
H -1.5125 2.3658 -0.2397 0.233
H -0.4372 2.1069 1.1323 0.279
O -0.9830 -0.4364 -0.8063 -0.364
```

Results
Orbital gap: 10.1 eV

Winner for stability: entry w